{"formula": "C25H27Cl2IN6O2STm", "method": "wB97M-V/def2-TZVPD", "symbols": ["Tm", "C", "C", "N", "C", "C", "C", "O", "C", "C", "N", "C", "C", "C", "C", "C", "C", "I", "C", "O", "H", "H", "H", "H", "H", "H", "H", "H", "H", "H", "H", "H", "C", "C", "N", "C", "S", "N", "N", "C", "C", "C", "C", "C", "C", "C", "N", "H", "H", "H", "H", "H", "H", "H", "H", "H", "H", "H", "H", "H", "Cl", "C", "Cl", "H", "H"], "positions_angstrom": [[-0.0407, -0.2009, 0.1832], [-0.3177, 0.4960, 3.9276], [-0.1034, -0.9772, 3.7702], [0.5395, -1.6559, 4.6843], [0.9173, -2.9058, 4.4290], [0.7236, -3.5181, 3.2067], [1.4789, -4.7582, 2.8052], [2.0858, -4.5937, 1.5388], [-0.0155, -2.8370, 2.2143], [-0.1669, -3.4003, 0.9030], [-0.1868, -2.7115, -0.2018], [-0.1885, -3.4126, -1.4144], [0.3741, -4.6931, -1.5422], [0.3843, -5.3615, -2.7489], [-0.1297, -4.7666, -3.8894], [-0.6573, -3.4901, -3.8121], [-0.6669, -2.8374, -2.5937], [-1.4247, -0.8114, -2.5625], [-0.4801, -1.5297, 2.5124], [-1.1535, -0.8243, 1.6614], [-0.0083, 0.8222, 4.9148], [-1.3641, 0.7497, 3.7489], [0.2915, 1.0161, 3.1699], [1.4820, -3.3916, 5.2137], [0.8021, -5.6121, 2.7062], [2.2244, -5.0055, 3.5696], [2.7529, -3.8971, 1.6061], [-0.2834, -4.4840, 0.8736], [0.8535, -5.1375, -0.6828], [0.8196, -6.3470, -2.8062], [-0.0984, -5.2814, -4.8357], [-1.0411, -2.9954, -4.6891], [1.9276, 6.0333, -2.3874], [2.3400, 4.6157, -2.7567], [2.7337, 3.8254, -1.6071], [1.8721, 3.1548, -0.8422], [2.6882, 2.0515, 0.3769], [0.6173, 3.2319, -0.9743], [-0.3256, 2.3994, -0.4781], [-1.4167, 3.0042, -0.0971], [-1.4256, 4.4856, 0.0757], [-2.6266, 2.1946, 0.0481], [-3.9082, 2.7474, -0.0314], [-5.0053, 1.9032, -0.0132], [-4.8008, 0.5384, 0.1198], [-3.4975, 0.0752, 0.2031], [-2.4357, 0.8705, 0.1497], [1.7226, 6.6043, -3.2867], [2.7211, 6.5324, -1.8413], [1.0319, 6.0158, -1.7751], [3.1906, 4.6324, -3.4398], [1.5046, 4.1039, -3.2364], [3.6602, 3.9644, -1.2340], [-0.6705, 4.7592, 0.8160], [-2.3828, 4.8735, 0.4014], [-1.1296, 4.9508, -0.8666], [-4.0515, 3.8104, -0.1446], [-6.0051, 2.3017, -0.0962], [-5.6274, -0.1543, 0.1376], [-3.2905, -0.9820, 0.3221], [1.9638, 0.1503, -1.7489], [3.3264, 0.9288, -0.8922], [2.0792, -0.8809, 1.2360], [3.9303, 1.4576, -1.6269], [3.8874, 0.1537, -0.3700]], "forces_ev_per_a": [[0.3, 1.3, -2.5], [-0.1, -0.1, 0.0], [-0.4, 0.2, -0.7], [-0.1, 0.3, 0.3], [0.2, -0.4, -0.4], [0.0, 0.2, -0.2], [-0.3, -0.3, 0.5], [0.3, 0.0, -0.3], [-0.4, 1.1, 1.1], [-0.2, 0.0, -1.0], [0.1, 0.3, 1.1], [0.1, -0.4, -0.7], [-0.1, 0.2, 0.2], [0.0, 0.0, -0.1], [0.0, 0.0, 0.0], [0.0, 0.2, 0.1], [-0.2, 0.7, 0.2], [0.3, -1.0, -0.2], [0.9, -2.4, 1.8], [-1.7, 0.1, 1.1], [0.0, 0.0, 0.0], [0.0, 0.1, 0.0], [-0.1, 0.0, 0.2], [0.1, -0.1, 0.0], [0.1, 0.0, 0.0], [-0.2, 0.0, 0.0], [-0.1, 0.0, 0.0], [0.1, 0.1, -0.2], [0.0, 0.0, 0.1], [0.1, -0.1, 0.0], [0.0, 0.0, -0.1], [0.0, 0.0, -0.1], [0.0, -0.2, -0.1], [-0.2, 0.3, -0.1], [0.5, 0.3, -0.3], [0.5, -1.2, 1.4], [-0.4, 0.4, -0.7], [-0.4, 1.2, -0.7], [-0.6, -0.7, 0.6], [1.2, 0.2, -0.3], [-0.1, 0.0, -0.1], [-0.5, -0.5, 0.1], [0.4, -0.1, 0.0], [0.1, -0.3, 0.1], [0.1, 0.2, -0.1], [-0.1, -0.2, 0.1], [0.1, 0.2, -0.1], [-0.1, 0.1, -0.1], [0.1, 0.1, 0.1], [-0.1, 0.0, 0.1], [-0.1, 0.0, 0.0], [0.1, 0.0, -0.1], [-0.1, -0.1, 0.0], [0.0, 0.0, -0.1], [-0.1, 0.0, 0.0], [0.0, 0.1, 0.0], [0.0, 0.0, 0.0], [-0.1, 0.1, 0.0], [0.0, -0.1, 0.0], [0.0, 0.0, 0.0], [0.3, 0.0, -1.0], [0.2, 0.2, 0.7], [0.9, -0.3, 0.6], [-0.2, -0.1, 0.0], [-0.1, 0.1, -0.2]], "lowdin_charge": [0.81, -0.01, -0.29, 0.14, -0.09, -0.15, -0.19, -0.07, -0.15, -0.06, 0.00, -0.31, 0.00, -0.05, -0.07, -0.14, -0.52, 1.08, -0.40, -0.25, 0.09, 0.09, 0.07, 0.12, 0.13, 0.13, 0.09, 0.14, 0.11, 0.12, 0.11, 0.10, -0.07, -0.23, -0.01, -0.65, 0.86, 0.01, -0.01, -0.24, 0.00, -0.21, 0.01, -0.03, -0.02, -0.16, -0.01, 0.08, 0.08, 0.06, 0.12, 0.12, 0.13, 0.10, 0.07, 0.09, 0.11, 0.12, 0.12, 0.11, 0.52, -0.84, 0.16, 0.04, 0.01], "total_charge": 1, "e_tot_ha": -4149.2766, "spin_multiplicity": 3, "homo_lumo_gap_ha": [0.263, 0.263], "relative_energy_ev": 0.9158}

=====

{"formula": "C6H10N2S2", "method": "wB97M-V/def2-TZVPD", "symbols": ["C", "C", "C", "C", "C", "C", "N", "N", "S", "S", "H", "H", "H", "H", "H", "H", "H", "H", "H", "H"], "positions_angstrom": [[1.9370, 2.7564, -0.5955], [1.1195, 1.1647, 1.0081], [-2.1992, 0.6749, 0.7041], [0.7174, -2.9909, -0.8789], [0.8797, 2.0241, -0.0047], [-1.0676, -0.8976, -1.1343], [2.8853, 3.2989, -1.0124], [0.2541, 0.4155, 1.6570], [-0.9574, -0.6621, 0.5388], [-0.0159, -1.8529, -2.0670], [2.2501, 1.1572, 1.3256], [-2.4179, 0.6517, 1.7533], [-2.9776, 0.1602, 0.0748], [-1.9672, 1.5649, 0.2379], [0.6821, -2.5887, 0.0993], [1.7828, -3.0448, -0.9941], [0.0493, -3.8198, -0.8955], [0.0087, 2.4034, -0.4283], [-1.7575, -0.3351, -1.7995], [0.7943, -0.0800, 2.4110]], "forces_ev_per_a": [[2.6, 0.5, -0.3], [3.2, 1.5, 0.0], [-1.3, -4.2, -0.9], [-0.5, 1.0, -0.1], [1.1, 0.6, -0.6], [-0.8, 0.3, 1.0], [-1.6, -0.7, 0.4], [0.9, -0.7, 2.2], [-0.4, -0.1, -1.5], [0.7, 0.0, -0.6], [-2.1, -0.2, -0.5], [-0.3, 0.6, 0.3], [0.0, 0.9, 1.0], [1.0, 1.9, -0.5], [-0.5, 0.7, 1.2], [0.3, -0.9, -0.9], [0.5, -1.3, 0.0], [-2.1, -0.2, -0.1], [0.8, 0.2, 0.8], [-1.2, 0.0, -1.1]], "lowdin_charge": [-0.29, -0.31, -0.24, -0.38, -0.16, -0.81, 0.11, -0.22, 0.95, 0.82, 0.16, 0.04, 0.06, 0.02, -0.01, 0.04, 0.03, 0.06, 0.04, 0.10], "e_tot_ha": -1140.3405, "homo_lumo_gap_ha": 0.267, "relative_energy_ev": 4.6391}

=====

{"formula": "C6F18O18S6Zn", "method": "wB97M-V/def2-TZVPD", "symbols": ["Zn", "C", "F", "F", "F", "S", "O", "O", "O", "C", "F", "F", "F", "S", "O", "O", "O", "C", "F", "F", "F", "S", "O", "O", "O", "C", "F", "F", "F", "S", "O", "O", "O", "C", "F", "F", "F", "S", "O", "O", "O", "C", "F", "F", "F", "S", "O", "O", "O"], "positions_angstrom": [[20.1634, -11.1328, -7.2553], [18.6589, -13.6042, -10.8519], [18.4720, -13.6318, -12.1821], [17.5073, -13.2782, -10.2668], [18.9480, -14.8506, -10.4292], [20.0576, -12.4366, -10.3848], [19.8398, -12.2656, -8.9426], [21.2113, -13.1697, -10.8404], [19.7890, -11.2169, -11.1194], [16.2022, -13.2512, -6.9728], [16.8878, -14.3939, -7.2135], [16.0341, -12.6231, -8.1244], [15.0234, -13.6301, -6.4483], [17.2342, -12.2442, -5.7616], [18.2830, -11.7460, -6.6518], [16.3426, -11.1894, -5.3368], [17.6433, -13.1871, -4.7524], [21.5850, -15.3541, -6.2853], [20.3716, -15.6669, -6.7248], [22.0026, -16.2880, -5.3945], [22.4453, -15.3909, -7.3072], [21.6443, -13.6871, -5.3888], [20.9675, -13.8932, -4.1286], [23.0781, -13.5102, -5.2560], [20.9908, -12.7819, -6.3287], [24.5425, -10.9927, -8.6594], [25.2060, -11.0599, -7.4992], [25.3839, -10.5855, -9.6224], [24.1332, -12.2319, -8.9596], [23.0326, -9.8549, -8.5734], [22.7969, -9.5784, -9.9692], [22.0090, -10.6367, -7.8837], [23.5169, -8.7345, -7.7942], [18.7027, -6.7554, -7.7123], [19.9352, -6.3772, -7.3805], [18.0084, -6.9777, -6.6038], [18.1136, -5.7583, -8.3996], [18.7990, -8.3128, -8.7512], [19.6258, -9.2364, -7.9625], [17.4181, -8.7338, -8.8528], [19.4121, -7.9096, -9.9995], [19.7983, -8.3257, -3.4790], [18.4837, -8.3214, -3.6243], [20.3532, -7.3766, -4.2388], [20.1187, -7.9983, -2.2032], [20.4916, -10.0345, -3.8864], [19.6515, -10.8406, -3.0174], [20.2795, -10.1971, -5.3226], [21.8611, -10.0156, -3.4259]], "forces_ev_per_a": [[-0.3, 0.2, 0.4], [0.7, 0.5, 1.2], [-0.1, -0.2, -0.2], [-0.2, 0.2, -0.4], [0.0, -0.2, -0.4], [-0.5, 1.7, -0.3], [0.2, -1.0, -0.9], [0.0, -0.4, 0.4], [-0.2, -0.8, 0.0], [1.9, -0.1, 1.0], [-0.3, 0.0, -0.3], [-0.7, 0.0, 0.0], [-0.5, 0.2, -0.2], [0.4, 0.9, 0.0], [-0.5, -0.6, 0.1], [-0.4, -0.2, 0.0], [-0.3, -0.1, -0.5], [0.3, 1.5, 0.9], [0.0, -0.4, -0.1], [-0.3, -0.5, -0.2], [-0.1, -0.2, -0.2], [0.5, 0.4, 0.4], [-0.1, -0.3, -0.7], [-0.2, -0.1, -0.3], [0.3, -0.9, 0.3], [-1.8, -0.1, 0.5], [0.3, 0.1, -0.2], [0.4, 0.0, 0.0], [0.4, -0.1, -0.2], [0.0, 0.8, 0.1], [0.0, -0.3, 0.2], [1.3, 0.0, -0.5], [0.2, -0.2, -0.1], [0.6, -1.6, -0.6], [0.1, 0.6, 0.2], [-0.2, 0.3, 0.3], [-0.1, 0.3, 0.1], [-0.1, -1.6, -0.9], [-0.4, 1.1, -0.1], [0.0, 0.6, 0.2], [-0.1, 0.6, 0.7], [1.4, -1.3, -0.6], [-0.3, 0.5, 0.1], [-0.3, 0.5, -0.3], [-0.4, 0.1, 0.2], [-0.5, -1.2, 1.1], [-0.2, 0.4, -0.6], [0.2, 0.7, 0.9], [0.2, 0.7, -0.5]], "lowdin_charge": [0.58, -0.65, 0.09, 0.12, 0.09, 0.51, -0.31, -0.31, -0.30, -0.65, 0.09, 0.13, 0.09, 0.50, -0.31, -0.32, -0.29, -0.65, 0.13, 0.07, 0.11, 0.51, -0.30, -0.32, -0.31, -0.65, 0.11, 0.09, 0.12, 0.51, -0.30, -0.31, -0.32, -0.67, 0.12, 0.13, 0.09, 0.51, -0.31, -0.32, -0.31, -0.66, 0.13, 0.11, 0.07, 0.50, -0.32, -0.31, -0.32], "total_charge": -4, "e_tot_ha": -7549.1348, "homo_lumo_gap_ha": 0.287, "relative_energy_ev": 0.7201}

=====

{"formula": "C14H25Br15O15S4", "method": "wB97M-V/def2-TZVPD", "symbols": ["O", "S", "O", "O", "C", "C", "C", "H", "H", "H", "H", "H", "H", "H", "H", "C", "Br", "Br", "Br", "H", "C", "Br", "Br", "Br", "H", "C", "Br", "Br", "Br", "H", "C", "Br", "Br", "Br", "H", "C", "Br", "Br", "Br", "H", "C", "C", "O", "S", "O", "O", "O", "H", "H", "H", "H", "C", "C", "O", "S", "O", "O", "O", "H", "H", "H", "H", "C", "C", "O", "S", "O", "O", "O", "H", "H", "H", "H"], "positions_angstrom": [[3.0575, 4.5265, -1.3438], [2.5004, 4.7994, -2.6217], [1.4344, 5.7340, -2.7505], [3.7732, 5.2485, -3.4816], [3.5336, 6.0679, -4.6356], [4.7339, 6.9661, -4.7892], [2.0018, 3.3132, -3.4447], [2.5913, 6.6054, -4.5370], [3.3939, 5.4979, -5.5621], [5.6086, 6.3107, -4.8269], [4.8734, 7.6020, -3.9161], [4.7395, 7.5590, -5.7008], [2.9328, 2.7586, -3.5788], [1.7354, 3.6132, -4.4577], [1.2521, 2.7303, -2.9269], [-0.8430, 2.3324, 4.8042], [0.5911, 2.9081, 3.6718], [-0.2601, 1.7096, 6.5390], [-1.9530, 1.0097, 3.9468], [-1.4686, 3.1857, 5.0172], [-4.9764, -2.6876, 2.9791], [-3.2836, -1.9692, 2.3857], [-5.3377, -4.5349, 2.5860], [-6.3798, -1.5887, 2.1989], [-5.0221, -2.5559, 4.0494], [6.3290, 0.3325, -1.3111], [7.5482, 1.8271, -1.4067], [7.2224, -1.0207, -2.3787], [4.5340, 0.8046, -1.8126], [6.2002, -0.1031, -0.3328], [0.9934, -0.4036, -3.9238], [-0.8528, 0.0773, -4.0945], [2.0890, 0.2864, -5.3316], [1.2172, -2.3187, -3.7266], [1.3337, 0.0341, -2.9961], [-2.5143, 3.9731, 0.2878], [-2.1600, 3.2911, -1.4836], [-4.2393, 3.3701, 0.8945], [-2.4304, 5.9025, 0.2815], [-1.7375, 3.6396, 0.9612], [0.7123, -1.7048, 4.7221], [1.1430, -3.1859, 4.7196], [-0.0439, -3.9240, 5.0928], [-1.1269, -3.0033, 5.8047], [-0.8965, -2.9451, 7.1980], [-2.3935, -3.3610, 5.2995], [-0.6295, -1.6365, 5.1270], [0.9460, -1.2165, 3.7767], [1.3823, -1.1994, 5.4283], [1.8978, -3.5301, 5.4245], [1.4330, -3.5296, 3.7274], [-4.0412, -7.1620, -1.3084], [-5.1012, -6.0532, -1.1940], [-4.3951, -4.8202, -1.3039], [-2.9046, -5.0262, -0.7826], [-2.8782, -5.0327, 0.6312], [-2.0700, -4.1551, -1.5096], [-2.7635, -6.4885, -1.3865], [-4.0975, -7.8117, -2.1752], [-3.9825, -7.7702, -0.4050], [-5.5930, -6.0526, -0.2224], [-5.8399, -6.1362, -1.9848], [-0.9477, -0.6972, -0.3159], [-0.2679, -0.8910, 1.0270], [0.7371, 0.1371, 1.1124], [0.6439, 1.2049, -0.0635], [1.6274, 0.9864, -1.0721], [0.4747, 2.5083, 0.4459], [-0.7588, 0.6748, -0.6469], [-1.9991, -0.9604, -0.3325], [-0.4399, -1.3509, -1.0260], [0.2518, -1.8511, 1.0099], [-0.8403, -0.8505, 1.9512]], "forces_ev_per_a": [[0.0, -0.4, 0.3], [0.0, -0.5, 0.5], [-0.2, 0.6, -0.2], [-0.7, -0.1, -0.3], [-0.4, 0.7, -0.9], [0.6, -0.4, 0.3], [1.4, 0.2, -0.8], [0.1, 0.2, 0.4], [0.3, -0.6, 0.3], [0.1, 0.1, -0.1], [-0.2, 0.1, -0.1], [-0.3, 0.0, 0.0], [-0.1, -0.3, 0.3], [-0.5, 0.0, 0.1], [-0.1, 0.3, 0.2], [-0.1, 0.0, 0.2], [0.0, -0.1, 0.1], [0.1, 0.0, -0.1], [0.0, 0.2, -0.1], [0.0, 0.1, -0.2], [-0.4, 0.4, -0.3], [-0.1, -0.4, 0.0], [0.3, 0.2, 0.2], [0.0, -0.1, 0.2], [0.1, -0.1, 0.1], [0.3, -0.1, -0.6], [-0.4, 0.3, 0.6], [-0.6, -0.4, -0.1], [0.3, -0.1, -0.2], [0.5, 0.3, 0.3], [0.1, -0.3, 0.3], [-0.1, 0.0, -0.1], [0.0, 0.0, -0.2], [-0.1, 0.2, 0.0], [0.1, 0.0, 0.0], [-0.1, 0.4, -0.4], [-0.1, 0.2, 0.0], [0.1, -0.1, 0.2], [0.0, -0.1, 0.1], [0.0, -0.2, 0.0], [2.3, 0.0, 0.8], [-0.7, -1.0, -0.2], [-0.2, 0.0, -0.2], [0.8, -0.1, -0.6], [0.1, 0.1, 0.4], [-0.5, 0.1, -0.1], [-0.6, -0.1, -0.2], [-0.9, -0.1, -0.2], [-0.5, 0.2, 0.2], [0.2, 0.7, 0.1], [-0.1, 0.0, 0.0], [0.8, -0.3, 0.8], [-0.2, -0.2, 0.3], [0.0, 0.2, -0.2], [-0.4, -0.1, -0.9], [0.1, -0.4, 0.4], [0.5, 0.4, -0.2], [0.0, 0.2, 0.1], [-0.2, 0.2, -0.1], [-0.4, -0.1, -0.1], [-0.1, -0.2, 0.0], [0.0, 0.3, -0.1], [0.2, -0.5, -0.1], [0.6, -0.7, 0.3], [0.5, 0.4, -0.2], [-1.2, -0.6, -0.7], [0.2, -0.3, 0.3], [0.0, 0.2, 0.3], [0.2, 0.3, 0.4], [-0.2, 0.3, 0.1], [0.0, 0.2, -0.3], [0.0, 0.0, 0.1], [-0.4, 0.3, -0.2]], "lowdin_charge": [-0.26, 0.55, -0.28, -0.24, -0.28, -0.07, -0.15, 0.11, 0.12, 0.08, 0.08, 0.08, 0.02, 0.07, 0.05, -1.60, 0.65, 0.60, 0.62, -0.03, -1.56, 0.65, 0.65, 0.56, -0.02, -1.61, 0.56, 0.54, 0.67, -0.03, -1.64, 0.62, 0.62, 0.59, -0.08, -1.61, 0.63, 0.56, 0.58, -0.05, -0.19, -0.12, -0.19, 0.57, -0.20, -0.24, -0.27, 0.12, 0.13, 0.13, 0.13, -0.13, -0.16, -0.19, 0.55, -0.28, -0.21, -0.19, 0.13, 0.13, 0.10, 0.13, -0.17, -0.18, -0.20, 0.55, -0.32, -0.27, -0.28, 0.12, 0.11, 0.14, 0.02], "e_tot_ha": -41879.8568, "homo_lumo_gap_ha": 0.355, "relative_energy_ev": 0.0000}